This record from OMol25 describes a 2-piece molecular cluster, C2H5ClOS overall at a distorted geometry. The level of theory is wB97M-V/def2-TZVPD.

- Multiplicity: 1
- Kohn-Sham gap: 7.437 eV
- Energy: -1012.744558 Ha
- F_max: 3.7 eV/A
- ΔE to the lowest compared entry with this formula, charge and spin: 167.87 kJ/mol
- HOMO energy: -8.42 eV

Atoms and positions in Å:
C 1.11700 1.12803 0.18278
C -0.42786 -1.02748 -0.38020
O -1.20099 -2.03982 -0.28450
S 0.67482 -0.53820 0.78280
Cl -2.42330 0.95122 0.07713
H 1.61213 1.66228 1.14970
H 0.22695 1.59363 -0.07611
H 1.78107 1.07672 -0.68891
H -0.21159 -0.48686 -1.36333
H -1.14822 -2.31952 0.60065

Mulliken atomic charge list, values in e, 8 entries: -0.74, 0.01, -0.27, 0.08, -0.64, 0.29, 0.26, 0.31

---

This record from OMol25 describes a 2-piece molecular cluster, C2H5ClS2 overall at a distorted geometry. The level of theory is wB97M-V/def2-TZVPD.

- Multiplicity: 1
- Kohn-Sham gap (alpha / beta): 8.406 / 7.785 eV
- Energy: -1335.614708 Ha
- F_max: 2.5 eV/A
- ΔE to the lowest compared entry with this formula, charge and spin: 418.72 kJ/mol
- HOMO energy (alpha / beta): -8.95 / -7.72 eV

Atoms and positions in Å:
C 1.40183 -0.54669 -0.79128
C -1.17257 0.11639 0.20642
S -0.94960 0.07290 1.87262
S -1.65144 1.61962 -0.63166
Cl -1.77749 -1.29032 -0.60240
H 1.54462 -0.35034 -1.81862
H 1.62206 0.25060 -0.16350
H 1.67421 -1.48797 -0.36114
H 0.29120 -0.66445 1.99615
H -0.98281 2.28026 0.29339

Mulliken atomic charge list, values in e, 8 entries: -1.03, 0.12, -0.17, -0.12, -0.15, 0.35, 0.38, 0.33

---

This record from OMol25 describes a 2-piece molecular cluster, C2H5F2N2P overall at a distorted geometry. The level of theory is wB97M-V/def2-TZVPD.

- Multiplicity: 1
- Kohn-Sham gap: 9.904 eV
- Energy: -729.784463 Ha
- SMILES string: CN=[PH](F)F.C#N
- F_max: 5.3 eV/A
- ΔE to the lowest compared entry with this formula, charge and spin: 166.26 kJ/mol
- HOMO energy: -9.61 eV

Atoms and positions in Å:
C 0.21616 -1.30668 1.01924
C -1.80868 2.04441 -0.61693
N 1.38421 -0.72206 0.44844
N -1.32835 2.48424 -1.58186
F 2.30546 1.60176 1.31057
F 2.59951 1.02821 -0.91364
P 1.45552 0.77551 0.10688
H -0.58601 -0.68605 1.19449
H -0.03118 -2.20589 0.59170
H -2.24468 1.51328 0.25591
H 0.47658 1.50145 -0.48862
H 0.44147 -1.50515 2.06670

Mulliken atomic charge list, values in e, 8 entries: -0.70, 0.19, -0.36, -0.40, -0.34, -0.24, 0.78, 0.16

---

This record from OMol25 describes a 2-piece molecular cluster, C2H5FIN overall at a distorted geometry. The level of theory is wB97M-V/def2-TZVPD.

- Multiplicity: 1
- Kohn-Sham gap: 10.429 eV
- Energy: -531.409798 Ha
- SMILES string: C/C=N/F.I
- F_max: 3.4 eV/A
- ΔE to the lowest compared entry with this formula, charge and spin: 255.38 kJ/mol
- HOMO energy: -9.97 eV

Atoms and positions in Å:
C -0.62485 -1.23132 -0.66427
C -1.60380 -0.21942 -0.25258
N -1.29105 1.00458 -0.25019
F -2.28983 1.81673 0.08246
I 2.81618 3.12754 2.65978
H -0.70291 -2.04764 0.19000
H -1.00889 -1.56043 -1.67324
H 0.38655 -0.92342 -0.57744
H -2.66087 -0.45333 0.14769
H 3.36782 3.51211 1.10311

Mulliken atomic charge list, values in e, 8 entries: -0.67, 0.00, -0.27, -0.13, -0.11, 0.23, 0.22, 0.28

---

This record from OMol25 describes the molecule C2H5FNO2P at a distorted geometry. The level of theory is wB97M-V/def2-TZVPD.

- Multiplicity: 1
- Kohn-Sham gap: 9.829 eV
- Energy: -725.549024 Ha
- SMILES string: CC(=O)[P@H](=O)NF
- F_max: 6.6 eV/A
- ΔE to the lowest compared entry with this formula, charge and spin: 290.00 kJ/mol
- HOMO energy: -9.67 eV

Atoms and positions in Å:
C -0.81351 0.51629 -0.06767
C -1.77712 -0.42140 0.56020
N 2.13323 0.72769 -0.43550
O -0.86506 1.64612 -0.42678
O 1.10087 -1.79458 0.39290
F 2.34224 1.02754 1.03504
P 0.86645 -0.43488 -0.44678
H -2.53077 0.18300 1.09231
H -1.95598 -1.21792 -0.21093
H -1.22334 -1.19946 1.21039
H 2.01796 1.58324 -0.96274
H 0.70502 -0.61567 -1.74044

Mulliken atomic charge list, values in e, 8 entries: 0.63, -1.07, -0.20, -0.48, -0.62, -0.23, 0.61, 0.30

---

This record from OMol25 describes C2H5FNOPt2 as an isolated structure at a distorted geometry. The level of theory is wB97M-V/def2-TZVPD.

- Charge: +3
- Multiplicity: 5
- Kohn-Sham gap (alpha / beta): 7.928 / 5.331 eV
- Energy: -546.054055 Ha
- F_max: 5.1 eV/A
- ΔE to the lowest compared entry with this formula, charge and spin: 106.83 kJ/mol
- HOMO energy (alpha / beta): -23.70 / -23.45 eV

Atoms and positions in Å:
Pt 2.41593 3.07174 -1.40196
Pt -0.75512 2.82593 -1.87169
F 0.67164 2.17814 -0.94834
O -1.88341 -1.07872 1.20728
C -0.81795 -0.87536 0.72607
N -0.25146 0.34151 0.87053
C 0.02695 -1.86746 0.05546
H -0.73729 0.97256 1.49169
H 0.49077 0.63282 0.25057
H 0.31535 -2.74027 0.64122
H 0.95817 -1.33015 -0.12408
H -0.43361 -2.13074 -0.89674

Mulliken atomic charge list, values in e, 8 entries: 1.28, 1.30, -0.62, -0.05, 0.74, -0.34, -0.77, 0.28

---

This record from OMol25 describes the molecule C2H5FO at a distorted geometry. The level of theory is wB97M-V/def2-TZVPD.

- Multiplicity: 1
- Kohn-Sham gap: 11.524 eV
- Energy: -254.274294 Ha
- SMILES string: OCCF
- F_max: 3.2 eV/A
- ΔE to the lowest compared entry with this formula, charge and spin: 43.83 kJ/mol
- HOMO energy: -10.69 eV

Atoms and positions in Å:
C -0.62093 0.46688 0.29662
C 0.72349 0.49175 -0.30033
H -2.40361 -0.46190 0.13866
H -0.95392 1.47478 0.14186
H -0.57801 0.37376 1.38875
H 1.22580 1.38669 0.17682
H 0.75181 0.72493 -1.33032
O -1.54254 -0.48711 -0.21278
F 1.52032 -0.59480 0.13431

Mulliken atomic charge list, values in e, 8 entries: -0.32, -0.31, 0.30, 0.28, 0.29, 0.23, 0.32, -0.52

---

This record from OMol25 describes a 2-piece molecular cluster, C2H5FO3 overall at a distorted geometry. The level of theory is wB97M-V/def2-TZVPD.

- Multiplicity: 3
- Kohn-Sham gap (alpha / beta): 5.816 / 11.241 eV
- Energy: -404.602452 Ha
- F_max: 4.1 eV/A
- HOMO energy (alpha / beta): -5.07 / -11.77 eV

Atoms and positions in Å:
C -0.61110 -0.17356 -1.40885
C 0.25906 0.15880 0.69636
O 1.06728 1.24006 0.56855
O -0.80435 0.36436 1.50316
O 0.92335 -1.00846 0.86524
F -0.64772 -1.54143 -1.43399
H -1.61448 0.22689 -1.39140
H 0.07775 0.20713 -2.14581
H 1.92186 0.96167 0.20828
H -0.86995 1.30652 1.70245
H 0.29831 -1.74198 0.83600

Mulliken atomic charge list, values in e, 8 entries: -0.26, 0.51, -0.53, -0.49, -0.52, -0.26, 0.28, 0.28

---

This record from OMol25 describes the molecule C2H5FS at a distorted geometry. The level of theory is wB97M-V/def2-TZVPD.

- Multiplicity: 1
- Kohn-Sham gap: 7.152 eV
- Energy: -576.977795 Ha
- F_max: 14.3 eV/A
- ΔE to the lowest compared entry with this formula, charge and spin: 674.50 kJ/mol
- HOMO energy: -6.82 eV

Atoms and positions in Å:
C 1.26301 -0.21075 -0.22684
C -0.09575 -0.10251 0.38415
H -2.65584 0.76701 0.03066
H 1.99757 -0.47249 0.54670
H 1.56590 0.76372 -0.62935
H 1.28806 -0.95752 -1.02076
H -0.18045 0.63213 1.18770
F -1.78252 0.53573 -0.23737
S -1.39998 -0.95531 -0.03489

Mulliken atomic charge list, values in e, 8 entries: -0.89, -0.12, 0.30, 0.25, 0.24, 0.31, 0.21, 0.09

---

This record from OMol25 describes the molecule C2H5FS at a distorted geometry. The level of theory is wB97M-V/def2-TZVPD.

- Multiplicity: 1
- Kohn-Sham gap: 10.517 eV
- Energy: -577.234698 Ha
- SMILES string: C[C@H](F)S
- F_max: 3.9 eV/A
- ΔE to the lowest compared entry with this formula, charge and spin: 0.00 kJ/mol
- HOMO energy: -9.58 eV

Atoms and positions in Å:
C 0.22785 -0.74845 0.43361
C -0.31616 0.05531 -0.59587
F 0.36140 -0.13515 -1.79065
S -0.35766 1.89355 -0.19896
H 1.23886 -0.53816 0.55608
H 0.07104 -1.76329 0.16316
H -0.36787 -0.52855 1.35457
H -1.38665 -0.12306 -0.70492
H 0.52919 1.88781 0.78298

Mulliken atomic charge list, values in e, 8 entries: -1.27, 0.33, -0.27, -0.23, 0.37, 0.35, 0.35, 0.25

---

Question: Number 8 is which compound?
Answer: C2H5FO3